{
  "formula": "C3H11N2",
  "method": "ωB97M-V with the def2-TZVPD basis set",
  "symbols": ["C", "N", "H", "H", "H", "H", "C", "N", "C", "H", "H", "H", "H", "H", "H", "H"],
  "xyz": [[-2.51450, 0.43194, -1.27404], [-2.04735, -0.09537, -0.22594], [-3.51222, 0.85909, -1.32468], [-1.95254, 0.37410, -2.20135], [-0.24030, 0.16200, 0.26569], [-2.65643, 0.02741, 0.58132], [1.11491, -1.37932, 0.09056], [0.66935, -0.09553, 0.70427], [1.62206, 1.04965, 0.53457], [1.45899, -1.15874, -0.91418], [1.88357, -1.84811, 0.69124], [0.24910, -2.03117, 0.03260], [0.47314, -0.24319, 1.69341], [1.86440, 1.08528, -0.52558], [2.51648, 0.90262, 1.12642], [1.07133, 1.95935, 0.74569]],
  "forces_ev_per_a": [[-0.48, -0.41, -0.20], [0.70, 0.48, 0.37], [-0.03, 0.17, -0.02], [0.11, 0.11, -0.01], [-0.21, -0.44, 0.05], [-0.26, -0.13, -0.13], [-0.36, 0.04, -0.06], [0.34, 0.27, 0.01], [-0.49, -0.26, -0.64], [0.14, -0.08, -0.01], [0.20, 0.10, 0.02], [-0.04, -0.06, 0.02], [-0.03, 0.03, 0.01], [0.22, -0.05, 0.04], [-0.02, 0.10, 0.14], [0.22, 0.13, 0.43]],
  "lowdin_charge": [-0.055, 0.010, 0.084, 0.076, 0.089, 0.071, -0.003, -0.070, 0.008, 0.103, 0.105, 0.098, 0.173, 0.102, 0.106, 0.103],
  "e_tot_ha": -230.1459,
  "e_homo_ha": -0.5429,
  "total_charge": 1,
  "de_lowest_kj_mol": 95.7,
  "orbital_gap_ev": 11.8,
  "fmax_ev_per_a": 0.925,
  "multiplicity": 1
}